(1)
# C26H14N5S2Sn

A structure of composition C26H14N5S2Sn in a non-equilibrium geometry (wB97M-V/def2-TZVPD, the Open Molecules 2025 dataset).

Last column: Mulliken charge in e.
Element x y z (Å)
Sn (0.034, -0.090, 0.961)  0.87
C (4.464, -0.117, 1.595)  -0.95
C (3.122, -0.501, 1.586)  0.03
N (2.152, 0.374, 1.378)  -0.11
C (2.440, 1.683, 1.124)  0.45
C (3.770, 2.130, 1.044)  0.73
C (4.784, 1.186, 1.310)  -0.42
C (4.016, 3.482, 0.705)  -0.93
C (2.958, 4.304, 0.448)  -0.93
C (1.623, 3.853, 0.535)  -0.50
C (1.337, 2.559, 0.897)  0.09
N (0.096, 1.958, 1.017)  -0.14
C (-1.124, 2.577, 1.245)  -0.08
C (-1.327, 3.856, 1.706)  -0.53
C (-2.628, 4.345, 1.951)  -1.06
C (-3.739, 3.590, 1.722)  -0.91
C (-3.580, 2.265, 1.253)  1.17
C (-4.658, 1.398, 0.973)  -0.53
C (-4.430, 0.125, 0.519)  -0.92
C (-3.110, -0.310, 0.373)  -0.32
N (-2.089, 0.475, 0.659)  -0.17
C (-2.282, 1.761, 1.056)  0.39
H (5.225, -0.853, 1.808)  0.40
H (2.823, -1.526, 1.767)  0.47
H (5.819, 1.503, 1.280)  0.46
H (5.034, 3.839, 0.639)  0.42
H (3.135, 5.332, 0.162)  0.41
H (0.824, 4.539, 0.294)  0.73
H (-0.486, 4.496, 1.923)  0.70
H (-2.732, 5.353, 2.330)  0.41
H (-4.732, 3.975, 1.906)  0.43
H (-5.669, 1.758, 1.111)  0.47
H (-5.242, -0.547, 0.281)  0.45
H (-2.882, -1.312, 0.037)  0.76
S (-0.379, -0.380, 3.368)  -0.34
C (-1.538, -1.663, 3.074)  0.87
C (-2.638, -1.811, 3.917)  -0.99
C (-3.614, -2.762, 3.663)  0.75
C (-4.746, -2.857, 4.542)  -0.34
N (-5.645, -2.906, 5.254)  -0.43
C (-3.517, -3.585, 2.532)  0.49
C (-2.431, -3.443, 1.682)  -0.55
C (-1.432, -2.517, 1.958)  0.01
S (-0.047, -2.471, 0.846)  -0.22
C (-4.538, -4.546, 2.228)  -0.30
N (-5.359, -5.311, 1.984)  -0.43
H (-2.740, -1.163, 4.777)  0.56
H (-2.367, -4.059, 0.794)  0.57

Cartesian forces (eV/Å) of the 3 atoms listed first:
Sn -0.25 0.21 2.19
C 0.03 0.03 0.03
C -0.02 0.04 0.12

Computed properties:
**LUMO**: -4.743 eV
**Frontier orbital gap**: 6.28 eV
**Total charge**: +1

(2)
# C18H64N24O14

A cluster of 14 separate species, C18H64N24O14 in total in a non-equilibrium geometry (wB97M-V/def2-TZVPD, the Open Molecules 2025 dataset).

Last column: Mulliken charge in e.
Element x y z (Å)
C (-1.264, -4.179, 2.707)  -1.18
C (-1.297, -3.817, 1.196)  1.34
C (-2.524, -4.318, 0.520)  -1.74
O (-1.408, -2.361, 1.198)  -0.21
H (-1.826, -3.410, 3.244)  0.25
H (-0.282, -4.170, 3.177)  0.21
H (-1.881, -5.057, 2.900)  0.42
H (-0.398, -4.220, 0.726)  -0.08
H (-3.437, -4.122, 1.087)  0.31
H (-2.496, -5.409, 0.574)  0.47
H (-2.696, -3.901, -0.472)  0.43
H (-1.403, -2.208, 0.247)  -0.43
C (-5.865, 0.346, -0.203)  -1.85
C (-4.483, 0.064, -0.719)  1.23
C (-4.269, -1.466, -0.902)  -0.67
O (-4.203, 0.594, -1.958)  -0.55
H (-6.201, -0.091, 0.738)  0.36
H (-6.584, 0.084, -0.981)  0.41
H (-5.993, 1.400, 0.058)  0.38
H (-3.829, 0.453, 0.069)  -0.17
H (-4.626, -1.966, 0.001)  0.51
H (-3.214, -1.709, -1.034)  -0.41
H (-4.801, -1.860, -1.767)  0.38
H (-3.301, 0.397, -2.244)  0.25
C (-1.888, 1.900, -3.856)  0.40
O (-1.608, 1.157, -2.873)  -0.42
N (-3.152, 2.023, -4.372)  -0.43
N (-1.041, 2.639, -4.475)  -0.31
H (-3.226, 2.690, -5.119)  0.13
H (-3.899, 1.804, -3.726)  0.20
H (-0.099, 2.791, -4.149)  0.05
H (-1.468, 3.309, -5.091)  0.20
C (1.167, 5.382, 2.280)  0.72
O (0.166, 6.120, 2.272)  -0.84
N (1.205, 4.236, 1.592)  0.07
N (2.262, 5.681, 2.985)  -0.37
H (0.433, 3.981, 0.976)  0.05
H (2.036, 3.674, 1.521)  0.08
H (3.033, 5.054, 2.830)  0.14
H (2.358, 6.571, 3.442)  0.26
C (1.343, 4.885, -3.264)  0.76
O (0.287, 5.518, -3.428)  -0.65
N (1.443, 3.902, -2.392)  -0.04
N (2.473, 5.004, -3.973)  -0.46
H (0.641, 3.530, -1.904)  -0.02
H (2.325, 3.423, -2.371)  0.02
H (2.284, 5.597, -4.768)  0.25
H (3.248, 4.371, -3.912)  0.15
C (1.642, 0.083, 4.961)  0.69
O (2.101, -0.740, 5.751)  -0.70
N (1.947, -0.048, 3.655)  0.11
N (0.712, 0.964, 5.285)  -0.37
H (1.797, 0.709, 3.004)  -0.16
H (2.230, -0.934, 3.271)  -0.06
H (0.434, 1.750, 4.719)  0.19
H (0.236, 0.789, 6.154)  0.18
C (0.564, 0.484, 0.345)  0.14
O (1.130, 1.208, 1.157)  -0.78
N (-0.428, 0.903, -0.421)  1.44
N (1.136, -0.687, 0.025)  1.74
H (-0.851, 0.486, -1.234)  -0.46
H (-0.724, 1.846, -0.185)  -0.31
H (0.774, -1.228, -0.744)  -0.33
H (1.913, -0.928, 0.617)  -0.85
C (4.984, 0.373, -0.251)  0.70
O (5.798, -0.350, -0.812)  -0.66
N (4.187, -0.074, 0.724)  0.03
N (4.984, 1.730, -0.286)  -0.38
H (4.040, -1.024, 1.047)  0.19
H (3.462, 0.572, 1.005)  -0.16
H (4.707, 2.223, 0.544)  0.20
H (5.243, 2.195, -1.139)  0.19
C (3.060, -5.422, -0.168)  0.67
O (3.688, -5.943, 0.757)  -0.73
N (2.794, -6.183, -1.242)  -0.41
N (2.519, -4.233, -0.135)  0.21
H (3.280, -7.062, -1.281)  0.25
H (2.283, -5.766, -2.002)  0.15
H (2.776, -3.593, 0.607)  -0.15
H (2.226, -3.877, -1.032)  0.11
C (3.303, -2.943, 3.110)  0.55
O (3.117, -2.267, 2.089)  -0.75
N (2.951, -4.232, 3.211)  -0.30
N (4.034, -2.540, 4.161)  -0.35
H (3.031, -4.710, 4.092)  0.18
H (2.524, -4.716, 2.438)  0.01
H (4.160, -3.188, 4.918)  0.17
H (4.079, -1.537, 4.260)  0.28
C (2.431, -0.759, -3.164)  0.48
O (1.753, -1.623, -2.620)  -0.55
N (2.581, 0.451, -2.636)  0.14
N (3.294, -1.120, -4.131)  -0.48
H (3.311, 1.053, -2.973)  0.13
H (2.120, 0.586, -1.748)  -0.22
H (4.197, -0.674, -4.145)  0.18
H (3.131, -2.043, -4.494)  0.26
C (-2.813, -2.104, -3.872)  0.53
O (-3.372, -3.144, -3.583)  -0.66
N (-3.380, -1.139, -4.595)  -0.24
N (-1.540, -1.800, -3.599)  -0.14
H (-2.722, -0.440, -4.893)  0.19
H (-4.279, -1.326, -5.006)  0.23
H (-1.127, -0.881, -3.579)  0.04
H (-1.031, -2.493, -3.073)  0.12
C (-2.276, 0.351, 3.425)  0.46
O (-2.368, 1.437, 4.003)  -0.75
N (-3.285, -0.513, 3.255)  -0.28
N (-1.165, -0.252, 3.022)  0.24
H (-3.151, -1.278, 2.615)  0.09
H (-4.225, -0.347, 3.575)  0.21
H (-0.282, 0.053, 3.407)  -0.17
H (-1.290, -1.041, 2.404)  0.19
C (-1.849, 3.973, 0.275)  0.61
O (-0.760, 3.604, -0.114)  -0.75
N (-3.063, 3.496, -0.085)  -0.34
N (-1.937, 4.714, 1.413)  -0.35
H (-3.758, 4.008, 0.428)  0.20
H (-3.067, 2.592, -0.530)  0.21
H (-2.795, 4.956, 1.883)  0.16
H (-1.174, 5.299, 1.780)  0.16

Cartesian forces (eV/Å) of the 3 atoms listed first:
C -0.91 0.50 -0.36
C -0.49 0.52 2.35
C -0.89 -1.13 0.44

Computed properties:
**LUMO**: -0.325 eV
**Frontier orbital gap**: 8.68 eV

(3)
# H22O11

A cluster of 11 separate species, H22O11 in total in a non-equilibrium geometry (wB97M-V/def2-TZVPD, the Open Molecules 2025 dataset).

Last column: Mulliken charge in e.
Element x y z (Å)
O (1.260, 1.299, -2.284)  -0.62
H (0.570, 1.946, -2.465)  0.28
H (1.033, 0.676, -1.610)  0.28
O (1.098, 0.623, 2.238)  -0.71
H (1.150, 0.919, 3.125)  0.30
H (0.668, 1.253, 1.683)  0.39
O (-0.015, -2.198, -2.530)  -0.58
H (-0.507, -1.734, -3.193)  0.27
H (0.898, -2.027, -2.745)  0.30
O (0.768, -2.995, 0.378)  -0.64
H (1.029, -3.651, -0.308)  0.26
H (0.423, -2.165, 0.010)  0.36
O (0.329, 2.509, 0.573)  -0.51
H (-0.297, 2.322, -0.103)  0.19
H (-0.075, 3.163, 1.076)  0.26
O (2.974, 2.653, 1.776)  -0.68
H (2.186, 2.159, 1.632)  0.29
H (3.253, 2.813, 0.891)  0.30
O (-2.009, -1.672, -0.111)  -0.55
H (-2.471, -1.692, -0.931)  0.28
H (-2.759, -1.697, 0.496)  0.23
O (1.677, -2.153, 3.264)  -0.66
H (1.699, -2.949, 2.838)  0.29
H (1.419, -1.482, 2.579)  0.31
O (-1.994, -0.100, -2.484)  -0.55
H (-1.593, 0.608, -1.978)  0.20
H (-2.840, 0.347, -2.571)  0.30
O (0.332, -0.312, -0.229)  -0.46
H (-0.551, -0.688, -0.283)  0.39
H (0.628, -0.097, 0.650)  0.49
O (-2.578, 1.756, 0.081)  -0.60
H (-2.420, 1.279, 0.918)  0.31
H (-3.278, 1.285, -0.377)  0.29

Cartesian forces (eV/Å) of the 3 atoms listed first:
O 0.85 1.07 -1.53
H 0.04 -0.42 0.34
H -0.85 -0.60 1.03

Computed properties:
**LUMO**: -0.616 eV
**Frontier orbital gap**: 9.75 eV

(4)
# C13H22CeFI2OP2

A structure of composition C13H22CeFI2OP2 in a non-equilibrium geometry (wB97M-V/def2-TZVPD, the Open Molecules 2025 dataset).

Last column: Mulliken charge in e.
Element x y z (Å)
I (0.001, -1.424, -6.977)  0.09
I (0.001, 1.273, -6.854)  0.07
Ce (0.000, 0.110, -0.215)  0.87
P (-2.736, -0.048, -0.961)  0.57
C (-3.725, -0.110, -2.496)  -1.01
C (-3.400, -1.441, 0.025)  -1.15
H (-4.481, -1.338, 0.196)  0.41
H (-4.473, 1.340, 0.080)  0.41
H (-2.877, -1.511, 0.991)  0.37
H (-2.871, 1.588, 0.857)  0.36
H (-3.446, -1.017, -3.043)  0.39
H (-3.188, -2.380, -0.506)  0.40
C (-3.393, 1.432, -0.100)  -1.16
H (-4.816, -0.100, -2.312)  0.41
H (-3.184, 2.322, -0.712)  0.40
H (-3.442, 0.746, -3.117)  0.39
P (2.737, -0.064, -0.954)  0.57
C (3.730, -0.129, -2.485)  -1.01
C (3.399, 1.411, -0.088)  -1.17
H (2.865, -1.532, 0.996)  0.36
H (4.472, -1.367, 0.206)  0.41
H (3.173, -2.399, -0.502)  0.40
C (3.390, -1.463, 0.032)  -1.15
H (2.874, 1.571, 0.866)  0.36
H (4.478, 1.311, 0.098)  0.41
H (4.821, -0.123, -2.297)  0.41
H (3.452, 0.729, -3.106)  0.39
H (3.201, 2.302, -0.702)  0.40
H (3.450, -1.035, -3.033)  0.39
C (0.002, -0.095, -2.468)  0.27
O (0.003, -0.120, -3.630)  -0.10
F (-0.006, 0.234, 6.318)  -0.24
C (0.001, 0.183, 4.951)  0.10
C (1.223, 0.153, 4.291)  -0.92
C (1.226, 0.101, 2.891)  -0.13
C (0.001, 0.079, 2.220)  0.78
C (-1.223, 0.112, 2.884)  -0.13
C (-1.236, 0.164, 4.289)  -0.95
H (2.161, 0.170, 4.834)  0.50
H (2.185, 0.078, 2.361)  0.35
H (-2.184, 0.098, 2.352)  0.34
H (-2.165, 0.188, 4.824)  0.52

Cartesian forces (eV/Å) of the 3 atoms listed first:
I 0.00 0.77 0.09
I 0.00 -0.76 0.02
Ce -0.01 0.49 6.31

Computed properties:
**LUMO (alpha / beta)**: -12.797 / -12.265 eV
**Frontier orbital gap (alpha / beta)**: 3.14 / 4.01 eV
**Total charge**: +3